Record 1
Here is a molecular structure, C32H56BF6N10O4PS5SeSiTc at a distorted geometry from the OMol25 dataset. Energies are from ωB97M-V/def2-TZVPD.

```
118
Properties=species:S:1:pos:R:3:lowdin_charge:R:1
Tc -0.044 0.017 -0.589 0.547
C -1.923 -1.960 -4.162 -0.084
C -2.949 -2.940 -3.578 -0.531
C -4.356 -2.332 -3.603 -0.010
C -2.928 -4.241 -4.378 -0.030
N -2.630 -3.245 -2.170 0.011
C -2.710 -4.466 -1.560 -0.007
C -2.566 -4.268 -0.226 -0.019
N -2.398 -2.932 -0.002 0.040
B -2.562 -2.284 1.400 -0.555
N -1.271 -2.353 2.245 0.032
C -1.381 -2.568 3.588 -0.014
C -0.138 -2.739 4.089 -0.019
N 0.749 -2.632 3.052 0.013
C 0.036 -2.353 1.940 -0.606
S 0.661 -2.087 0.336 0.616
C 2.192 -2.813 3.306 -0.530
C 2.959 -3.190 2.044 -0.078
C 2.714 -1.500 3.895 -0.007
C 2.334 -3.961 4.320 -0.022
N -3.114 -0.840 1.354 0.014
C -4.471 -0.639 1.331 -0.027
C -4.713 0.662 1.588 -0.017
N -3.507 1.289 1.782 0.022
C -2.543 0.361 1.600 -0.595
S -0.858 0.648 1.593 0.769
C -3.467 2.708 2.195 -0.527
C -2.072 3.178 2.592 -0.079
C -3.978 3.555 1.026 0.003
C -4.395 2.842 3.411 -0.017
C -2.415 -2.335 -1.201 -0.588
S -2.160 -0.647 -1.428 0.781
H -1.773 -2.181 -5.214 0.087
H -0.974 -2.050 -3.642 0.021
H -2.263 -0.933 -4.075 0.059
H -4.640 -2.126 -4.631 0.101
H -4.383 -1.399 -3.042 0.070
H -5.082 -3.023 -3.177 0.097
H -3.087 -4.009 -5.428 0.099
H -3.727 -4.912 -4.070 0.090
H -1.968 -4.741 -4.271 0.089
H -2.857 -5.382 -2.091 0.126
H -2.586 -4.981 0.572 0.135
H -3.366 -2.948 1.969 0.132
H -2.328 -2.603 4.084 0.137
H 0.153 -2.928 5.100 0.131
H 2.972 -2.374 1.326 -0.016
H 2.518 -4.063 1.569 0.094
H 3.981 -3.431 2.324 0.095
H 2.636 -0.695 3.166 0.072
H 3.754 -1.609 4.189 0.095
H 2.136 -1.220 4.775 0.093
H 1.663 -4.777 4.062 0.102
H 2.126 -3.638 5.335 0.085
H 3.346 -4.350 4.304 0.095
H -5.153 -1.444 1.159 0.135
H -5.648 1.174 1.653 0.131
H -1.399 3.235 1.739 0.016
H -1.631 2.544 3.359 0.080
H -2.139 4.184 2.999 0.105
H -3.322 3.470 0.159 0.061
H -4.007 4.601 1.319 0.106
H -4.980 3.255 0.729 0.089
H -4.167 2.079 4.154 0.099
H -5.441 2.755 3.131 0.081
H -4.253 3.815 3.872 0.096
F 3.437 4.320 0.629 0.123
C 2.355 4.436 -0.162 -0.644
F 2.801 4.324 -1.423 0.124
F 1.853 5.642 -0.010 0.178
S 1.004 3.177 0.272 0.578
O 1.397 1.898 -0.303 -0.518
O 0.964 3.214 1.684 -0.252
N -0.165 3.876 -0.490 -0.253
S -0.989 3.142 -1.590 0.616
O -2.193 3.782 -1.945 -0.194
O -1.102 1.733 -1.275 -0.575
C 0.070 3.099 -3.142 -0.652
F 1.315 2.691 -2.854 0.074
F -0.435 2.216 -3.999 0.145
F 0.157 4.282 -3.722 0.182
C 6.343 1.946 -0.043 -0.102
N 5.514 1.712 -1.297 -0.054
C 6.017 0.458 -1.983 -0.106
N 5.999 -0.637 -1.088 -0.147
C 6.792 -0.358 0.097 -0.147
N 6.298 0.814 0.800 -0.153
C 5.010 0.594 1.425 -0.298
P 3.645 0.157 0.204 1.036
C 4.083 1.569 -0.961 -0.293
C 4.666 -1.097 -0.759 -0.318
H 5.949 2.831 0.466 0.149
H 7.377 2.131 -0.355 0.153
H 5.614 2.511 -1.926 0.193
H 7.038 0.649 -2.330 0.154
H 5.362 0.259 -2.835 0.131
H 7.827 -0.171 -0.202 0.144
H 6.758 -1.224 0.758 0.142
H 4.714 1.493 1.977 0.103
H 5.117 -0.220 2.145 0.087
H 3.759 2.477 -0.467 0.050
H 3.499 1.438 -1.879 0.062
H 4.109 -1.331 -1.673 0.039
H 4.755 -2.007 -0.163 0.090
C 1.150 -0.640 -5.904 -0.190
Si 1.908 -1.767 -4.559 0.485
C 3.831 -1.736 -4.620 -0.204
C 1.230 -3.553 -4.374 -0.197
Se 1.355 -0.498 -2.416 0.445
H 1.367 -1.017 -6.899 0.041
H 1.570 0.360 -5.831 0.031
H 0.072 -0.551 -5.805 0.017
H 4.182 -2.315 -5.469 0.041
H 4.273 -2.175 -3.732 0.014
H 4.210 -0.725 -4.740 0.020
H 2.021 -4.277 -4.550 0.034
H 0.445 -3.753 -5.099 0.025
H 0.838 -3.725 -3.375 0.020
```

spin multiplicity	2
gap between HOMO and LUMO (spin up / spin down)	5.37 / 6.25	eV
⟨S²⟩	1.11
net charge	+2
calculated total energy	-7829.21869	a.u.
E_LUMO (spin up / spin down)	-6.96 / -5.86	eV



Record 2
Here is 10 unconnected molecules or ions with the total composition C32H56Br4O24 at a distorted geometry from the OMol25 dataset. Energies are from ωB97M-V/def2-TZVPD.

```
116
Properties=species:S:1:pos:R:3:lowdin_charge:R:1
C 4.475 -2.991 2.551 -0.007
C 4.993 -3.547 1.236 -0.283
C 4.063 -3.177 0.056 -0.098
O 4.960 -2.611 -0.891 0.064
C 6.192 -2.467 -0.399 -0.594
O 7.093 -1.954 -0.993 0.147
O 6.242 -2.940 0.858 0.072
H 4.984 -3.350 3.445 0.085
H 3.406 -3.191 2.634 0.082
H 4.605 -1.906 2.543 0.088
H 5.258 -4.604 1.192 0.154
H 3.224 -2.512 0.237 0.108
H 3.715 -4.137 -0.327 0.113
C -2.599 2.853 -0.054 -0.012
C -3.563 3.264 1.043 -0.280
C -3.198 2.864 2.484 -0.072
O -3.412 4.066 3.226 0.046
C -3.456 5.120 2.411 -0.564
O -3.459 6.258 2.737 0.163
O -3.434 4.690 1.115 0.054
H -2.773 3.522 -0.899 0.088
H -2.727 1.844 -0.445 0.061
H -1.580 3.029 0.284 0.081
H -4.605 2.988 0.860 0.154
H -2.169 2.528 2.602 0.096
H -3.869 2.105 2.878 0.139
C -7.499 -2.521 -1.423 -0.021
C -5.982 -2.571 -1.636 -0.318
C -5.577 -1.826 -2.911 -0.076
O -4.579 -0.903 -2.471 0.077
C -4.412 -1.011 -1.146 -0.557
O -3.567 -0.454 -0.513 0.139
O -5.343 -1.819 -0.617 0.083
H -7.868 -3.223 -0.679 0.082
H -7.957 -2.779 -2.380 0.087
H -7.762 -1.499 -1.149 0.094
H -5.723 -3.630 -1.677 0.138
H -6.406 -1.250 -3.327 0.131
H -5.179 -2.468 -3.695 0.136
C 3.555 -0.089 -3.276 -0.014
C 3.430 1.402 -2.996 -0.308
C 4.776 2.099 -2.875 -0.090
O 4.645 3.268 -3.670 0.070
C 3.583 3.121 -4.518 -0.567
O 3.301 3.859 -5.390 0.179
O 2.904 2.016 -4.182 0.059
H 4.163 -0.197 -4.177 0.096
H 2.600 -0.588 -3.436 0.025
H 4.066 -0.619 -2.471 0.072
H 2.740 1.596 -2.176 0.121
H 5.585 1.458 -3.226 0.142
H 4.957 2.421 -1.851 0.121
C -2.387 -3.098 2.130 -0.041
O -2.443 -4.483 1.791 -0.034
C -3.125 -4.827 0.719 -0.640
O -3.434 -4.042 -0.147 0.123
O -3.246 -6.140 0.658 -0.001
C -3.752 -6.722 -0.533 -0.022
H -3.374 -2.652 2.248 0.107
H -1.867 -2.552 1.347 0.039
H -1.883 -3.054 3.089 0.099
H -4.147 -7.705 -0.291 0.099
H -2.962 -6.857 -1.270 0.093
H -4.555 -6.105 -0.930 0.088
C 6.549 0.588 0.681 -0.001
O 5.672 1.689 0.956 0.013
C 4.421 1.632 0.537 -0.631
O 3.956 0.721 -0.108 0.106
O 3.791 2.728 0.931 0.023
C 2.570 2.999 0.258 -0.043
H 6.177 -0.278 1.228 0.085
H 7.534 0.898 1.001 0.105
H 6.503 0.334 -0.377 0.085
H 2.750 3.340 -0.764 0.093
H 2.091 3.886 0.677 0.098
H 1.887 2.167 0.375 0.064
C 0.543 2.258 3.771 -0.075
O 0.598 3.493 4.500 0.020
C -0.545 3.921 4.982 -0.630
O -1.613 3.390 4.810 0.114
O -0.355 5.031 5.669 0.007
C -1.486 5.569 6.385 -0.004
H 1.569 2.098 3.455 0.089
H -0.144 2.330 2.934 0.027
H 0.230 1.489 4.475 0.102
H -1.795 4.817 7.111 0.098
H -2.299 5.777 5.693 0.094
H -1.054 6.437 6.869 0.095
C -0.546 2.365 -4.138 -0.042
O -0.908 3.672 -3.700 0.018
C -0.511 4.050 -2.498 -0.630
O -0.029 3.318 -1.668 0.092
O -0.655 5.362 -2.405 0.014
C -0.722 5.915 -1.073 0.002
H -0.852 2.351 -5.179 0.104
H -1.121 1.646 -3.557 0.041
H 0.514 2.143 -4.029 0.076
H -0.696 6.988 -1.214 0.099
H 0.075 5.497 -0.461 0.088
H -1.680 5.620 -0.644 0.080
Br 0.305 -8.958 -0.558 0.633
C 0.416 -7.021 -0.724 -0.720
C 0.233 -6.358 0.600 -0.628
Br 0.512 -4.412 0.381 0.758
H -0.312 -6.724 -1.473 0.050
H 1.399 -6.762 -1.117 0.050
H 0.933 -6.639 1.377 0.058
H -0.788 -6.508 0.947 0.044
Br -0.212 -0.923 -3.077 0.727
C -0.361 -0.067 -1.333 -0.667
C 0.124 -0.995 -0.255 -0.676
Br 0.040 -0.099 1.494 0.722
H -1.369 0.312 -1.209 0.026
H 0.334 0.774 -1.319 0.037
H 1.170 -1.270 -0.344 0.030
H -0.489 -1.889 -0.199 -0.018
```

relative energy (zero: lowest compared OMol25 entry of this formula, charge and spin)	0.0	kcal/mol
gap between HOMO and LUMO	10.40	eV
net charge	0
calculated total energy	-13354.84683	a.u.
E_LUMO	-0.02	eV